[1]
This record from the OMol25 dataset describes 3 unconnected molecules or ions with the total composition C3H12NO4. The level of theory is ωB97M-V/def2-TZVPD.

Its expectation value of S² is 0.758. Its electronic energy is -476.4086 a.u. As for the charge: +2. The calculation puts the HOMO-LUMO gap (alpha / beta) at 7.96 / 4.16 eV. The energy above the lowest of the compared OMol25 structures with the same formula, charge and spin comes out at 88.94 kJ/mol. The multiplicity is 2.

Element x y z (Å)
O: 0.283 2.070 2.236
C: -0.368 2.183 1.222
C: -0.341 0.981 0.254
C: -1.830 0.768 -0.143
O: -2.017 1.792 -1.076
N: 0.271 -0.247 0.933
H: -1.091 2.969 1.010
H: 0.111 1.128 -0.768
H: -2.709 0.701 0.553
H: -1.980 -0.227 -0.608
H: -2.170 1.407 -2.018
H: 0.952 -0.074 1.700
H: -0.502 -0.940 1.237
H: 0.873 -0.798 0.257
H: 2.654 -3.136 0.885
H: 2.190 -2.599 -0.468
O: 2.067 -2.514 0.495
H: 1.908 -1.050 -2.151
H: 0.467 -1.197 -2.078
O: 1.232 -1.219 -1.473

Cartesian forces, eV/Å:
-0.985 0.702 -1.296
1.275 -1.054 1.069
-0.238 -2.115 -0.001
-1.643 -0.606 -1.040
-0.709 -0.853 -2.061
-0.647 -0.947 0.060
-0.204 0.856 -0.157
0.291 0.526 1.421
1.273 0.771 0.460
0.903 0.054 0.002
0.289 1.167 2.260
-0.697 -0.122 -0.164
1.605 1.276 -0.157
-0.239 0.062 -0.205
0.798 -0.885 0.747
-0.099 -0.178 0.743
-0.710 0.928 -0.890
0.581 0.053 0.466
-0.083 -0.442 0.427
-0.761 0.809 -1.685



[2]
This record from the OMol25 dataset describes a molecular structure, C18H30DyO6. The level of theory is ωB97M-V/def2-TZVPD.

Its expectation value of S² is 9.333. Its electronic energy is -2039.3889 a.u. As for the charge: +3. The calculation puts the HOMO-LUMO gap (alpha / beta) at 10.25 / 9.84 eV. The multiplicity is 6.

Element x y z (Å)
Dy: -0.039 0.037 -0.316
C: 2.240 -2.320 0.407
C: 1.178 -3.076 -0.447
O: 0.051 -2.242 -0.839
C: -1.171 -2.870 -0.369
C: -1.393 -2.594 1.124
O: -1.278 -1.152 1.402
C: -2.579 -0.462 1.632
C: -3.301 -0.287 0.317
O: -2.383 0.272 -0.650
C: -2.814 1.601 -1.080
C: -2.195 2.683 -0.196
O: -0.871 2.310 0.144
C: -0.304 3.255 1.036
C: 1.034 2.682 1.606
O: 1.131 1.278 1.426
C: 2.078 0.782 2.386
C: 2.716 -0.484 1.907
O: 1.735 -1.163 1.077
H: 3.066 -2.018 -0.237
H: 2.671 -3.017 1.180
H: 0.710 -3.978 0.121
H: 1.603 -3.537 -1.306
H: -1.042 -3.946 -0.539
H: -1.995 -2.476 -1.004
H: -0.713 -3.109 1.805
H: -2.441 -2.914 1.355
H: -2.372 0.506 2.051
H: -3.102 -1.051 2.387
H: -4.132 0.383 0.457
H: -3.661 -1.320 -0.020
H: -3.914 1.603 -1.078
H: -2.501 1.759 -2.062
H: -2.663 2.944 0.752
H: -2.184 3.646 -0.825
H: -0.964 3.543 1.867
H: 0.064 4.139 0.494
H: 1.111 2.981 2.675
H: 1.834 3.156 1.021
H: 1.548 0.537 3.333
H: 2.733 1.595 2.642
H: 2.937 -1.101 2.791
H: 3.666 -0.333 1.360
C: 1.138 -0.957 -3.111
C: 2.344 -0.658 -2.386
C: 2.503 0.559 -1.744
C: 1.569 1.582 -2.003
C: 0.386 1.345 -2.654
C: 0.102 0.038 -3.115
H: 0.956 -1.957 -3.480
H: 3.080 -1.431 -2.351
H: 3.334 0.666 -1.033
H: 1.773 2.671 -1.715
H: -0.389 2.120 -2.740
H: -0.894 -0.220 -3.453

Cartesian forces, eV/Å:
1.191 0.109 1.190
0.794 -1.195 0.465
-0.858 -1.074 2.446
-0.036 -0.275 0.679
-0.489 0.037 0.023
-1.314 0.291 -0.099
-0.626 0.332 -0.672
0.726 -0.835 -0.058
-0.089 -2.387 0.312
-0.215 0.349 -0.016
-0.652 -0.085 1.752
-0.661 1.728 -1.118
0.281 -0.719 -0.164
2.131 0.268 0.771
-0.766 1.577 -0.447
-0.331 -0.366 -0.137
-1.016 -0.700 1.414
0.754 -0.582 -0.294
-0.750 0.297 -0.642
0.072 0.060 0.039
-0.485 0.486 -0.811
1.155 1.689 -0.613
0.580 0.009 -0.915
-0.577 0.223 -0.054
0.540 -0.296 0.435
0.050 0.094 -0.216
0.887 0.104 0.001
0.545 0.380 0.348
-0.320 0.127 -0.230
-0.475 0.032 -0.029
0.312 1.639 -0.011
0.418 0.329 -0.015
0.599 -0.129 -1.663
-0.683 -0.334 -0.141
-0.001 -1.224 0.912
-0.215 -0.251 -0.513
-0.910 0.031 0.033
0.038 -0.374 -0.691
0.139 -0.224 0.456
-0.096 0.331 -0.628
0.871 -0.048 -0.136
0.024 0.022 -0.368
-0.536 -0.066 -0.040
-0.192 1.962 1.467
-1.953 -0.490 -1.118
0.063 0.134 0.125
1.220 2.435 1.019
-1.197 -0.807 -0.657
1.101 -0.873 -0.014
0.044 0.093 -0.237
0.521 -0.259 0.195
-0.193 0.408 -0.688
-0.131 -1.811 -0.065
0.629 -0.245 -0.160
0.084 0.072 -0.420



[3]
This record from the OMol25 dataset describes a molecular structure, C30H21BrIrN2Se2. The level of theory is ωB97M-V/def2-TZVPD.

Its electronic energy is -8746.2320 a.u. As for the charge: +1. The calculation puts the HOMO-LUMO gap at 6.55 eV. The energy above the lowest of the compared OMol25 structures with the same formula, charge and spin comes out at 287.95 kJ/mol. The multiplicity is 1.

Element x y z (Å)
Ir: 0.861 0.373 -0.366
Se: 1.361 -1.607 -2.594
Se: 2.562 0.128 -3.336
C: 1.050 1.296 -3.181
C: 0.614 2.001 -4.286
C: -0.491 2.826 -4.146
C: -1.118 2.892 -2.918
C: -0.607 2.155 -1.864
N: 0.474 1.372 -1.969
C: 2.633 -2.003 -1.193
C: 3.324 -3.193 -1.121
C: 4.206 -3.366 -0.061
C: 4.367 -2.346 0.859
C: 3.625 -1.186 0.707
N: 2.760 -1.021 -0.298
H: 1.119 1.887 -5.234
H: -0.861 3.393 -4.991
H: -1.986 3.516 -2.760
H: -1.065 2.215 -0.894
H: 3.174 -3.957 -1.870
H: 4.772 -4.285 0.030
H: 5.049 -2.440 1.693
H: 3.714 -0.361 1.401
Br: 1.041 -0.531 2.574
C: -0.097 0.917 2.994
C: -0.604 0.957 4.259
C: -1.400 2.049 4.650
C: -1.592 3.085 3.785
C: -1.007 3.076 2.497
C: -1.082 4.237 1.687
C: -0.395 4.291 0.515
C: 0.276 3.140 0.043
C: 0.248 1.929 0.709
C: -0.288 1.938 2.041
H: -0.384 0.162 4.958
H: -1.825 2.071 5.645
H: -2.176 3.948 4.079
H: -1.641 5.090 2.050
H: -0.370 5.201 -0.071
H: 0.815 3.227 -0.886
C: -1.191 -4.883 -0.021
C: 0.032 -4.255 0.294
C: 0.146 -2.895 0.256
C: -0.950 -2.060 -0.089
C: -0.883 -0.625 -0.179
C: -2.050 0.069 -0.352
C: -3.292 -0.574 -0.559
C: -3.355 -1.930 -0.603
C: -2.193 -2.700 -0.350
C: -2.274 -4.115 -0.327
H: -1.268 -5.962 -0.002
H: 0.884 -4.857 0.586
H: 1.084 -2.445 0.537
H: -2.044 1.145 -0.288
H: -4.183 0.026 -0.692
H: -4.289 -2.441 -0.803
H: -3.230 -4.576 -0.546

Cartesian forces, eV/Å:
1.007 -1.294 3.020
-0.356 -1.815 0.600
0.604 1.328 -0.950
0.914 -0.227 -0.173
0.071 -0.025 0.270
-0.181 0.169 0.030
0.184 0.075 -0.214
-1.425 0.145 -1.347
-1.915 0.444 -1.266
0.069 0.208 0.098
0.037 -0.065 -0.111
-0.002 -0.026 -0.050
0.015 0.030 0.100
0.115 -0.010 -0.219
0.834 -0.632 0.026
0.049 -0.043 0.062
-0.017 -0.030 -0.005
-0.034 -0.058 0.025
-0.238 -0.189 -1.091
0.016 -0.010 0.007
-0.022 0.005 0.009
0.010 -0.003 -0.030
-0.001 -0.010 0.034
0.012 0.032 -0.719
-0.199 0.017 0.205
-0.022 -0.065 -0.001
-0.009 -0.007 0.016
0.002 -0.043 -0.001
-0.037 0.109 0.056
-0.067 0.038 -0.029
0.219 0.065 0.121
0.800 1.084 1.381
0.381 0.366 0.093
0.024 0.021 -0.179
-0.040 -0.010 -0.005
0.004 -0.010 -0.021
0.042 0.007 0.011
0.013 -0.023 -0.013
0.008 0.002 0.003
0.174 0.399 0.392
0.063 -0.022 0.001
-0.007 -0.056 -0.018
-0.105 0.035 -0.015
0.099 -0.010 -0.089
-0.339 0.522 -0.660
-0.315 -0.269 0.369
-0.039 0.156 0.094
0.027 -0.050 -0.024
-0.027 0.001 0.075
-0.013 0.044 0.006
0.001 0.015 0.014
0.001 -0.002 -0.013
-0.103 -0.072 0.068
-0.328 -0.247 0.044
0.011 -0.012 -0.018
0.022 0.010 0.021
0.011 0.009 0.006



[4]
This record from the OMol25 dataset describes a single C2H6N2O2 molecule. The level of theory is ωB97M-V/def2-TZVPD.

Its expectation value of S² is 2.007. Its electronic energy is -339.4819 a.u. As for the charge: 0. The calculation puts the HOMO-LUMO gap (alpha / beta) at 7.12 / 7.50 eV. The energy above the lowest of the compared OMol25 structures with the same formula, charge and spin comes out at 242.87 kJ/mol. The multiplicity is 3.

Element x y z (Å)
C: -0.538 0.517 -0.976
C: 0.620 -0.165 -0.220
N: 0.937 -1.822 1.373
N: 0.085 -1.115 0.537
O: -0.679 1.855 -0.471
O: -1.612 2.696 -1.107
H: -0.370 0.565 -2.083
H: -1.395 -0.163 -0.762
H: 1.540 0.380 -0.420
H: 1.729 -1.369 1.928
H: 0.326 -2.120 2.174
H: -0.988 3.423 -1.439

Cartesian forces, eV/Å:
-0.018 -0.543 -0.434
0.101 5.709 -5.061
-1.223 1.605 2.210
-0.024 -5.359 4.333
1.202 -0.589 1.569
0.718 1.294 -1.496
0.028 -0.088 0.708
0.048 0.982 -0.302
0.584 -1.060 0.861
-0.630 0.100 -1.631
0.569 -0.599 -1.310
-1.356 -1.452 0.553



Q: Among the records above, which one has the highest multiplicity?
A: C18H30DyO6



Q: Among the records above, which one has the highest charge?
A: C18H30DyO6